A) Computed, not measured: a 2-piece molecular cluster, C5H11O2 overall, with the ωB97M-V functional and the def2-TZVPD basis.

The geometry in XYZ format:
```
18
Properties=species:S:1:pos:R:3:mulliken_spin:R:1
H -3.730 -0.276 -0.477 0.000
C 0.079 0.599 0.936 0.798
C -0.633 0.602 2.248 -0.019
C 0.582 -0.596 0.282 0.002
O -0.130 -1.591 0.052 0.061
C 2.041 -0.609 -0.254 0.027
C 2.050 -0.139 -1.721 0.004
H -0.314 1.350 0.233 0.034
H -1.399 1.381 2.141 0.005
H -1.189 -0.314 2.451 0.033
H -0.004 0.845 3.130 0.051
H 2.702 0.053 0.328 0.001
H 2.420 -1.641 -0.248 0.004
H 3.056 0.107 -2.095 0.000
H 1.645 -0.908 -2.392 0.001
H 1.434 0.765 -1.812 -0.001
O -4.188 0.415 -0.988 0.000
H -4.422 -0.043 -1.814 0.000
```

## Properties
E_LUMO (alpha / beta): 0.8018 / -0.2347 eV
HOMO-LUMO gap (alpha / beta): 0.3494 / 0.3464 hartree
Spin multiplicity: 2

***

B) Computed, not measured: a 2-piece molecular cluster, C5H11O2 overall, with the ωB97M-V functional and the def2-TZVPD basis.

The geometry in XYZ format:
```
18
Properties=species:S:1:pos:R:3:mulliken_spin:R:1
C 0.426 -1.073 1.630 0.002
C 1.572 -1.950 1.521 0.000
C 0.880 0.004 2.720 0.000
H 0.160 -0.547 0.654 -0.005
H -0.463 -1.736 1.924 0.000
H 1.683 -2.699 2.342 0.000
H 0.097 0.228 3.433 0.000
H 1.624 -0.333 3.504 0.000
H 2.591 -1.372 1.604 0.000
H 1.617 -2.434 0.514 0.000
H 1.095 1.032 2.425 0.000
C -2.223 0.652 -1.732 -0.012
C -0.666 0.898 -1.658 -0.059
O -0.150 1.541 -0.749 0.354
O 0.066 0.354 -2.502 0.704
H -2.705 1.194 -1.080 0.011
H -2.340 -0.476 -1.480 0.002
H -2.621 0.793 -2.722 0.004
```

## Properties
E_LUMO (alpha / beta): 0.8050 / -3.4001 eV
HOMO-LUMO gap (alpha / beta): 0.4298 / 0.2689 hartree
Spin multiplicity: 2

***

C) Computed, not measured: a 2-piece molecular cluster, C5H11O2 overall, with the ωB97M-V functional and the def2-TZVPD basis.

The geometry in XYZ format:
```
18
Properties=species:S:1:pos:R:3:mulliken_spin:R:1
C -0.001 0.543 1.098 0.013
O 0.363 1.497 2.020 0.847
C 0.403 0.908 -0.304 -0.006
C 0.999 -0.110 -1.242 0.001
C -0.002 -1.188 -1.639 0.002
C -0.416 -1.569 -2.841 0.000
H 0.527 -0.430 1.343 0.096
H -1.070 0.196 1.247 0.050
H 1.001 1.829 -0.255 -0.002
H -0.472 1.233 -0.897 0.003
H 1.301 0.312 -2.198 0.001
H 1.734 -0.697 -0.640 -0.003
H -0.652 -1.391 -0.775 0.000
H -0.167 -1.094 -3.779 0.000
H -1.197 -2.320 -2.799 0.000
H -1.372 1.106 4.210 0.000
H -0.188 0.824 3.402 -0.001
O -0.789 0.349 4.049 0.000
```

## Properties
E_LUMO (alpha / beta): 0.8794 / -2.3304 eV
HOMO-LUMO gap (alpha / beta): 0.3982 / 0.2801 hartree
Spin multiplicity: 2

***

D) Computed, not measured: a 2-piece molecular cluster, C5H11O2 overall, with the ωB97M-V functional and the def2-TZVPD basis.

The geometry in XYZ format:
```
18
Properties=species:S:1:pos:R:3:mulliken_spin:R:1
C -1.197 1.508 -0.855 0.276
C -1.649 0.018 -1.264 -0.056
O -2.273 -0.531 -0.366 0.544
O -1.234 -0.315 -2.370 0.248
H -1.799 1.926 -0.068 0.000
H -1.176 2.114 -1.756 0.000
H -0.151 1.329 -0.623 -0.009
C 1.727 -0.446 0.916 0.000
C 0.740 -0.539 2.045 0.000
C 3.087 0.180 1.225 0.000
H 1.843 -1.371 0.338 0.000
H 1.324 0.099 0.048 -0.003
H 1.098 -0.076 2.972 0.000
H 0.475 -1.557 2.326 0.000
H 3.064 0.769 2.151 0.000
H 3.784 -0.595 1.568 0.000
H -0.218 -0.037 1.883 0.000
H 3.518 0.822 0.467 0.000
```

## Properties
E_LUMO (alpha / beta): 0.8205 / -3.5076 eV
HOMO-LUMO gap (alpha / beta): 0.4338 / 0.2564 hartree
Spin multiplicity: 2

***

Sorted by energy, starting with the most stable: A), D), B), C).

***

A) Computed, not measured: a 3-piece molecular cluster, C4H10O3 overall, with the ωB97M-V functional and the def2-TZVPD basis.

The geometry in XYZ format:
```
17
Properties=species:S:1:pos:R:3:lowdin_charge:R:1
C 1.090 0.586 0.372 0.009
C 0.131 0.803 -0.598 -0.157
C -1.173 0.154 -0.693 -0.373
C -2.250 0.469 -1.341 0.035
O -0.959 -1.110 0.081 -0.054
H 0.768 -0.067 1.376 0.122
H 2.152 1.109 0.586 0.094
H 0.180 1.773 -1.118 0.100
H -3.117 -0.230 -1.419 0.087
H -2.397 1.390 -1.943 0.084
H -1.659 -1.239 0.714 0.041
O -3.045 -0.051 1.684 -0.037
H -3.592 0.720 1.903 0.069
H -3.156 -0.501 0.876 -0.020
O 5.615 -1.541 0.168 -0.130
H 5.343 -1.660 -0.774 0.039
H 6.070 -0.603 0.128 0.090
```

## Properties
E_LUMO: 0.5880 eV
HOMO-LUMO gap: 0.3489 hartree
Structure (SMILES): C=CC(=C)O.O.O

***

B) Computed, not measured: a 3-piece molecular cluster, C4H10O3 overall, with the ωB97M-V functional and the def2-TZVPD basis.

The geometry in XYZ format:
```
17
Properties=species:S:1:pos:R:3:lowdin_charge:R:1
C 0.833 -0.591 2.082 0.018
C -0.162 0.236 1.695 -0.123
C -1.097 0.176 0.583 -0.449
C -1.918 1.199 0.313 0.065
O -1.098 -0.896 -0.243 0.033
H 0.618 -1.637 2.297 0.065
H 1.833 -0.248 2.317 0.059
H -0.169 1.234 2.133 0.104
H -2.693 1.079 -0.427 0.069
H -1.847 2.143 0.820 0.061
H -0.460 -1.593 -0.058 0.095
O 0.703 1.285 -2.104 -0.053
H 0.743 1.013 -3.029 0.057
H -0.083 0.809 -1.798 0.025
O 1.819 -1.237 -1.172 -0.068
H 1.726 -0.285 -1.337 0.003
H 2.744 -1.285 -0.907 0.041
```

## Properties
E_LUMO: 0.2350 eV
HOMO-LUMO gap: 0.3108 hartree
Structure (SMILES): C=CC(=C)O.O.O

***

C) Computed, not measured: a 2-piece molecular cluster, C4H10O3 overall, with the ωB97M-V functional and the def2-TZVPD basis.

The geometry in XYZ format:
```
17
Properties=species:S:1:pos:R:3:lowdin_charge:R:1
C 1.995 1.043 -0.276 -0.048
O 1.942 -0.314 0.220 -0.255
C 1.637 -1.206 -0.692 0.039
C -1.015 -0.837 0.281 -0.253
O -0.524 -0.197 1.443 -0.063
C -2.114 0.039 -0.292 -0.242
O -1.643 1.365 -0.407 -0.071
H 2.420 1.647 0.525 0.097
H 0.975 1.363 -0.509 0.081
H 2.617 1.068 -1.172 0.092
H -0.239 -0.900 -0.513 0.059
H 1.534 -2.141 -0.092 0.040
H -1.364 -1.856 0.504 0.129
H 0.439 -0.308 1.467 0.071
H -3.015 -0.011 0.338 0.121
H -2.373 -0.310 -1.295 0.125
H -1.271 1.556 0.468 0.079
```

## Properties
E_LUMO: 0.4592 eV
HOMO-LUMO gap: 0.3499 hartree

***

Sorted by energy, starting with the most stable: B), A), C).

***

A) Computed, not measured: a 2-piece molecular cluster, C4H10O3 overall, with the ωB97M-V functional and the def2-TZVPD basis.

The geometry in XYZ format:
```
17
Properties=species:S:1:pos:R:3:lowdin_charge:R:1
O -0.840 1.068 -3.468 0.059
C -0.432 0.263 -2.675 -0.279
C -1.032 0.017 -1.318 -0.154
C -0.027 0.472 -0.248 -0.191
C -0.621 0.526 1.151 -0.224
O 0.448 0.483 2.136 -0.113
H 0.429 -0.384 -2.932 0.128
H -1.920 0.635 -1.221 0.118
H -1.327 -1.022 -1.166 0.125
H 0.842 -0.191 -0.252 0.110
H 0.390 1.466 -0.439 0.124
H -1.142 -0.407 1.353 0.122
H -1.219 1.391 1.431 0.121
H 1.056 1.232 2.030 0.102
O 1.925 -1.851 1.503 -0.077
H 1.248 -1.275 1.890 -0.006
H 2.222 -2.421 2.224 0.037
```

## Properties
E_LUMO: 0.7245 eV
HOMO-LUMO gap: 0.3911 hartree
Structure (SMILES): O=CCCCO.O

***

B) Computed, not measured: a 2-piece molecular cluster, C4H10O3 overall, with the ωB97M-V functional and the def2-TZVPD basis.

The geometry in XYZ format:
```
17
Properties=species:S:1:pos:R:3:lowdin_charge:R:1
C 0.143 -0.234 -2.163 -0.115
C -0.904 -0.302 -1.042 -0.245
C -0.222 -0.212 0.316 -0.134
C -1.175 -0.192 1.488 -0.533
O -1.207 -1.004 2.369 0.107
O -2.001 0.872 1.458 0.100
H 0.870 -1.045 -2.054 0.074
H -0.271 -0.362 -3.163 0.066
H 0.674 0.719 -2.165 0.073
H -1.570 0.540 -1.235 0.108
H -1.452 -1.243 -1.108 0.115
H 0.502 0.597 0.292 0.103
H 0.338 -1.126 0.532 0.126
H -2.686 0.785 2.133 0.123
O 2.710 0.566 1.234 -0.026
H 3.641 0.421 1.196 0.025
H 2.610 1.220 1.912 0.033
```

## Properties
E_LUMO: 0.6434 eV
HOMO-LUMO gap: 0.3996 hartree
Structure (SMILES): CCCC(=O)O.O

***

Sorted by energy, starting with the most stable: B), A).

***

A) Computed, not measured: an isolated molecule of CH3NO2S, with the ωB97M-V functional and the def2-TZVPD basis.

The geometry in XYZ format:
```
8
Properties=species:S:1:pos:R:3:lowdin_charge:R:1
O -0.719 -1.590 1.111 0.101
N -0.729 -0.503 0.643 -0.471
O -1.467 0.485 0.793 0.015
C 0.372 -0.307 -0.408 -0.315
S 1.273 1.342 0.171 0.683
H 1.150 -1.067 -0.448 0.075
H -0.181 -0.264 -1.274 0.055
H 0.302 1.904 -0.587 -0.143
```

## Properties
E_LUMO: 0.0176 eV
HOMO-LUMO gap: 0.3649 hartree
Structure (SMILES): O=[N+]([O-])CS

***

B) Computed, not measured: a 2-piece molecular cluster, CH3NO2S overall, with the ωB97M-V functional and the def2-TZVPD basis.

The geometry in XYZ format:
```
8
Properties=species:S:1:pos:R:3:lowdin_charge:R:1
C 0.042 0.277 -0.554 -0.524
N -0.641 0.009 0.712 -0.493
O -0.009 -0.503 1.608 0.033
O -1.801 0.330 0.765 0.069
S 1.707 -0.324 -0.696 0.744
H -0.953 -0.289 -1.564 0.236
H -0.042 1.328 -0.815 0.064
H 1.697 -0.828 0.544 -0.128
```

## Properties
E_LUMO: -0.4689 eV
HOMO-LUMO gap: 0.3402 hartree

***

C) Computed, not measured: a 2-piece molecular cluster, CH3NO2S overall, with the ωB97M-V functional and the def2-TZVPD basis.

The geometry in XYZ format:
```
8
Properties=species:S:1:pos:R:3:lowdin_charge:R:1
C -0.898 0.313 -0.065 -0.123
N 0.790 -1.080 -0.478 -0.149
O 0.531 -1.447 0.643 -0.035
O 0.076 -0.116 -1.002 -0.156
S 2.842 1.076 0.079 0.130
H -0.410 0.391 1.065 0.133
H -1.768 -0.432 0.177 0.123
H -1.164 1.295 -0.420 0.076
```

## Properties
E_LUMO (alpha / beta): -2.6947 / -2.7156 eV
HOMO-LUMO gap (alpha / beta): 0.2696 / 0.2688 hartree

***

D) Computed, not measured: a 2-piece molecular cluster, CH3NO2S overall, with the ωB97M-V functional and the def2-TZVPD basis.

The geometry in XYZ format:
```
8
Properties=species:S:1:pos:R:3:lowdin_charge:R:1
C 0.442 -1.488 -1.155 -0.624
N 3.382 0.404 0.297 -0.312
O 4.123 -0.236 0.928 0.122
O 3.337 1.288 -0.458 0.135
S 0.985 -1.002 0.445 0.588
H -0.583 -1.908 -1.098 0.033
H 0.913 -2.415 -1.558 0.031
H 0.305 -0.736 -1.931 0.027
```

## Properties
E_LUMO (alpha / beta): -2.4781 / -2.4955 eV
HOMO-LUMO gap (alpha / beta): 0.2306 / 0.2343 hartree

***

Sorted by energy, starting with the most stable: A), B), D), C).